<i>
Computed, not measured: a gas-phase ion, C4H10NS (charge -1), with ωB97M-V/def2-TZVPD.

Values from the calculation:
orbital gap: 6.06 eV
LUMO: 3.82 eV
E_HOMO: -2.2 eV
SMILES string: CNCCC[S-]

The geometry in ORCA input format:
```
! RIJCOSX wB97M-V def2-TZVPD def2/J DEFGRID3
* xyz -1 1
C -0.292 0.172 0.813
C -0.674 0.487 -0.635
S -2.458 0.164 -0.937
C 1.164 0.538 1.176
N 2.232 0.094 0.270
C 2.135 -1.313 -0.110
H -0.554 -0.846 1.091
H -0.902 0.829 1.443
H -0.374 1.528 -0.811
H -0.133 -0.176 -1.314
H 1.422 0.143 2.172
H 1.223 1.620 1.301
H 2.255 0.680 -0.551
H 1.495 -1.839 0.597
H 1.763 -1.442 -1.120
H 3.113 -1.787 -0.021
*
```

Partial atomic charges computed with the Löwdin method, in multiples of e: -0.3399, -0.8062, 0.0324, -0.2756, -0.1408, -0.1465, 0.0750, 0.0813, 0.0415, 0.0089, 0.0962, 0.0964, 0.0833, 0.0740, 0.0653, 0.0548

***

<ii>
Computed, not measured: a gas-phase ion, C4H10NS (charge -1), with ωB97M-V/def2-TZVPD.

Values from the calculation:
orbital gap: 5.97 eV
LUMO: 3.79 eV
E_HOMO: -2.2 eV
SMILES string: CN[C@H](C)C[S-]

The geometry in ORCA input format:
```
! RIJCOSX wB97M-V def2-TZVPD def2/J DEFGRID3
* xyz -1 1
C -0.524 1.755 0.346
N 0.631 0.918 0.573
C 0.585 -0.476 0.104
C -0.416 -1.286 0.910
S -0.248 -3.087 0.661
C 0.318 -0.570 -1.393
H -1.418 1.253 0.712
H -0.686 2.029 -0.708
H -0.391 2.705 0.868
H 1.484 1.421 0.389
H 1.590 -0.872 0.272
H -1.434 -1.020 0.629
H -0.295 -0.994 1.960
H 1.139 -0.103 -1.946
H 0.275 -1.612 -1.693
H -0.608 -0.060 -1.684
*
```

Partial atomic charges computed with the Löwdin method, in multiples of e: -0.1669, -0.1188, -0.5224, -0.7648, 0.0792, -0.1167, 0.0700, 0.0586, 0.0637, 0.0855, 0.1138, 0.0241, 0.0419, 0.0616, 0.0297, 0.0614

***

Relative energies, in hartree, with the most stable structure set to zero: <i> 0.0064; <ii> 0.0000.

***

<i>
Computed, not measured: a molecular structure, C2H4O2P, with ωB97M-V/def2-TZVPD.

Values from the calculation:
orbital gap: 7.04 eV
LUMO: 4.54 eV
E_HOMO: -2.5 eV

The geometry in ORCA input format:
```
! RIJCOSX wB97M-V def2-TZVPD def2/J DEFGRID3
* xyz -1 1
C -0.197 -0.493 0.774
C 0.761 0.009 -0.603
O 2.042 -2.332 -0.903
O 0.693 -1.523 1.179
P 2.034 -1.214 0.063
H -0.165 0.332 1.523
H -1.261 -0.946 0.542
H 0.168 -0.473 -1.509
H 0.823 1.008 -0.552
*
```

Partial atomic charges computed with the Löwdin method, in multiples of e: -0.3347, -0.2937, -0.5819, -0.4742, 0.4886, 0.0634, 0.0978, 0.0780, -0.0432

***

<ii>
Computed, not measured: 2 unconnected molecules or ions with the total composition C2H4O2P, with ωB97M-V/def2-TZVPD.

Values from the calculation:
orbital gap (spin up / spin down): 6.96 / 6.95 eV
LUMO (spin up / spin down): 4.17 / 4.16 eV
E_HOMO (spin up / spin down): -2.8 / -2.8 eV

The geometry in ORCA input format:
```
! RIJCOSX wB97M-V def2-TZVPD def2/J DEFGRID3
* xyz -1 1
C -1.210 -0.468 -0.682
C -0.277 0.428 -0.273
O 1.626 -1.514 0.101
O 2.506 0.853 0.037
P 1.350 -0.067 0.179
H -2.253 -0.353 -0.981
H -1.040 -1.369 -0.216
H -0.385 1.523 -0.211
H -0.318 0.967 2.045
*
```

Partial atomic charges computed with the Löwdin method, in multiples of e: -0.1202, -0.4561, -0.3766, -0.3990, 0.4082, 0.0410, 0.0056, 0.0228, -0.1257

***

<iii>
Computed, not measured: 2 unconnected molecules or ions with the total composition C2H4O2P, with ωB97M-V/def2-TZVPD.

Values from the calculation:
orbital gap: 6.40 eV
LUMO: 3.87 eV
E_HOMO: -2.5 eV

The geometry in ORCA input format:
```
! RIJCOSX wB97M-V def2-TZVPD def2/J DEFGRID3
* xyz -1 1
C 1.235 0.901 -0.421
C 0.649 -0.243 -0.093
O -1.951 0.781 -0.364
O -1.652 -1.764 -0.433
P -1.171 -0.432 -0.087
H 2.336 0.943 -0.679
H 0.753 1.743 -0.759
H 1.111 -1.202 0.103
H -1.310 -0.727 2.734
*
```

Partial atomic charges computed with the Löwdin method, in multiples of e: -0.0679, -0.2913, -0.4067, -0.4156, 0.3327, 0.0656, 0.0122, 0.0518, -0.2808

***

Relative energies, in hartree, with the most stable structure set to zero: <i> 0.0000; <ii> 0.0523; <iii> 0.0412.

***

<i>
Computed, not measured: a single C10H17N3O6 molecule, with ωB97M-V/def2-TZVPD.

Values from the calculation:
orbital gap: 10.29 eV
LUMO: 0.40 eV
E_HOMO: -9.9 eV
SMILES string: NC(=O)CC[C@H](N)C(=O)N[C@@H](CCC(=O)O)C(=O)O

The geometry in ORCA input format:
```
! RIJCOSX wB97M-V def2-TZVPD def2/J DEFGRID3
* xyz 0 1
C -1.307 -1.398 0.984
C -0.623 -0.185 0.504
C -2.291 -1.931 -0.071
C -1.576 -2.360 -1.374
C -0.487 -3.336 -0.932
C 1.411 1.101 -0.171
C 2.749 0.614 -0.653
C 1.619 2.327 0.858
C 0.376 3.125 1.162
C -0.254 3.813 -0.123
H -2.113 -0.088 1.990
H -1.696 -1.351 2.972
H -0.507 -2.210 1.073
H -3.038 -1.072 -0.106
H -2.877 -2.814 0.284
H -1.025 -1.526 -1.831
H -2.302 -2.919 -1.977
H 1.301 -4.069 -1.495
H 0.555 -2.888 -2.536
H 1.235 -0.947 0.366
H 0.845 1.577 -1.045
H 2.239 2.043 1.814
H 2.427 2.980 0.520
H 0.535 3.821 1.926
H -0.410 2.469 1.433
H -1.762 2.706 0.194
H 4.160 1.202 -1.666
N -2.139 -1.099 2.115
N 0.797 -3.204 -1.552
N 0.706 -0.106 0.254
O -1.239 0.893 0.467
O -0.691 -4.156 -0.047
O 3.204 -0.465 -0.480
O 0.350 4.632 -0.788
O -1.428 3.321 -0.525
O 3.259 1.501 -1.543
*
```

Partial atomic charges computed with the Löwdin method, in multiples of e: -0.3584, -0.3980, -0.1472, -0.0998, -0.5275, -0.1547, -0.5020, -0.1034, -0.0960, -0.4978, 0.0740, 0.0774, 0.1578, 0.1407, 0.1318, 0.1131, 0.1292, 0.0887, 0.1216, 0.1233, 0.1889, 0.1555, 0.1111, 0.1045, 0.0683, 0.1119, 0.1208, 0.0843, 0.1371, 0.1502, -0.0011, 0.0448, 0.1432, 0.0875, 0.0931, 0.1272

***

<ii>
Computed, not measured: a single C10H17N3O6 molecule, with ωB97M-V/def2-TZVPD.

Values from the calculation:
orbital gap: 10.19 eV
LUMO: 0.38 eV
E_HOMO: -9.8 eV
SMILES string: NC(=O)CC[C@H](N)C(=O)N[C@@H](CCC(=O)O)C(=O)O

The geometry in ORCA input format:
```
! RIJCOSX wB97M-V def2-TZVPD def2/J DEFGRID3
* xyz 0 1
C 1.065 -0.754 -0.412
C 0.615 -0.295 0.968
C 1.867 0.309 -1.140
C 3.050 0.814 -0.327
C 4.110 -0.241 -0.187
C -1.470 0.898 0.161
C -1.402 2.376 -0.242
C -2.831 0.606 0.786
C -3.066 -0.870 1.112
C -3.055 -1.737 -0.142
H -0.381 -2.137 -0.878
H 0.279 -1.421 -2.213
H 1.703 -1.584 -0.178
H 2.149 -0.082 -2.171
H 1.209 1.155 -1.374
H 2.689 1.112 0.687
H 3.522 1.691 -0.780
H 5.054 -1.582 0.962
H 3.562 -1.019 1.681
H -0.297 1.090 1.948
H -1.368 0.367 -0.772
H -2.900 1.180 1.743
H -3.646 0.979 0.156
H -2.289 -1.211 1.723
H -4.057 -1.009 1.626
H -3.917 -1.957 -1.804
H 0.353 2.364 0.473
N -0.035 -1.252 -1.268
N 4.320 -0.888 1.018
N -0.417 0.555 1.085
O 1.290 -0.631 1.927
O 4.871 -0.448 -1.092
O -2.354 2.953 -0.754
O -2.410 -2.773 -0.257
O -3.906 -1.286 -1.089
O -0.245 3.001 -0.001
*
```

Partial atomic charges computed with the Löwdin method, in multiples of e: -0.2975, -0.4536, -0.1395, -0.1083, -0.5617, -0.2279, -0.4539, -0.1293, -0.0773, -0.5000, 0.0767, 0.0845, 0.1361, 0.1511, 0.1108, 0.1208, 0.1320, 0.1072, 0.0799, 0.1768, 0.1370, 0.1409, 0.1242, 0.0945, 0.1522, 0.1429, 0.1085, 0.0614, 0.1652, 0.1184, 0.0659, 0.0622, 0.1054, 0.0662, 0.1108, 0.1174

***

Relative energies, in hartree, with the most stable structure set to zero: <i> 0.0531; <ii> 0.0000.

***

<i>
Computed, not measured: a molecular structure, C3H6N2S3, with ωB97M-V/def2-TZVPD.

Values from the calculation:
orbital gap (spin up / spin down): 6.69 / 7.78 eV
LUMO (spin up / spin down): -1.25 / -0.69 eV
E_HOMO (spin up / spin down): -7.9 / -8.5 eV

The geometry in ORCA input format:
```
! RIJCOSX wB97M-V def2-TZVPD def2/J DEFGRID3
* xyz 0 1
C 0.675 -1.477 -0.636
C 0.615 -0.878 0.731
C -0.213 1.044 -0.644
N 0.255 0.536 0.654
N 0.428 0.203 -1.596
S 0.482 0.372 -3.115
S -2.120 0.805 -0.725
S -0.038 1.388 2.015
H 1.490 -1.878 -1.018
H -0.082 -1.598 1.328
H 1.536 -0.878 1.268
H 0.044 2.165 -0.531
H -2.081 -0.490 -0.252
H -0.991 0.686 2.522
*
```

Partial atomic charges computed with the Löwdin method, in multiples of e: 0.1883, -0.3045, -0.7327, -0.6626, -0.6911, 0.6496, 0.6490, 0.8165, 0.0123, 0.1400, 0.0971, 0.1319, -0.1324, -0.1616

***

<ii>
Computed, not measured: a single C3H6N2S3 molecule, with ωB97M-V/def2-TZVPD.

Values from the calculation:
orbital gap (spin up / spin down): 6.91 / 8.22 eV
LUMO (spin up / spin down): -1.32 / -0.14 eV
E_HOMO (spin up / spin down): -8.2 / -8.4 eV

The geometry in ORCA input format:
```
! RIJCOSX wB97M-V def2-TZVPD def2/J DEFGRID3
* xyz 0 1
C 0.605 1.848 0.485
C 1.010 0.579 -0.255
C -0.957 -1.008 0.144
N 0.396 -0.671 0.336
N -1.880 0.058 0.052
S -3.151 0.506 0.817
S -1.482 -0.746 -1.560
S 1.537 -2.099 0.363
H 0.092 1.984 1.366
H 0.923 0.683 -1.378
H 2.107 0.452 -0.289
H -1.299 -1.894 0.786
H 1.054 2.644 -0.010
H 1.044 -2.337 -0.857
*
```

Partial atomic charges computed with the Löwdin method, in multiples of e: 0.0734, -0.3269, -0.7885, -0.5098, -0.8992, 0.6404, 0.8109, 0.7769, 0.0214, 0.0978, 0.0865, 0.1421, 0.0227, -0.1475

***

Relative energies, in hartree, with the most stable structure set to zero: <i> 0.0092; <ii> 0.0000.

***

<i>
Computed, not measured: a gas-phase ion, C6H11N (charge +1), with ωB97M-V/def2-TZVPD.

Values from the calculation:
orbital gap (spin up / spin down): 9.31 / 6.02 eV
LUMO (spin up / spin down): -3.79 / -7.06 eV
E_HOMO (spin up / spin down): -13.1 / -13.1 eV

The geometry in ORCA input format:
```
! RIJCOSX wB97M-V def2-TZVPD def2/J DEFGRID3
* xyz 1 2
C 1.498 2.882 -0.326
C 1.267 1.565 -0.621
N 0.230 1.147 -1.354
C -0.265 -0.259 -1.260
C -1.216 -2.277 1.836
C -1.079 -1.146 0.856
C -0.034 -0.977 0.028
H 1.039 3.728 -0.817
H 2.188 3.095 0.480
H 1.990 0.807 -0.341
H -0.042 1.686 -2.173
H 0.271 -0.766 -2.080
H -1.279 -0.223 -1.646
H -1.939 -2.100 2.623
H -0.249 -2.466 2.315
H -1.399 -3.160 1.230
H -1.957 -0.508 0.840
H 0.975 -1.029 0.413
*
```

Partial atomic charges computed with the Löwdin method, in multiples of e: 0.1939, -0.1199, 0.1072, -0.1406, -0.0694, -0.1220, -0.1216, 0.0966, 0.0956, 0.1435, 0.1788, 0.1436, 0.1332, 0.0787, 0.0873, 0.0922, 0.1165, 0.1065

***

<ii>
Computed, not measured: a gas-phase ion, C6H11N (charge +1), with ωB97M-V/def2-TZVPD.

Values from the calculation:
orbital gap (spin up / spin down): 9.34 / 7.50 eV
LUMO (spin up / spin down): -4.32 / -6.82 eV
E_HOMO (spin up / spin down): -13.7 / -14.3 eV

The geometry in ORCA input format:
```
! RIJCOSX wB97M-V def2-TZVPD def2/J DEFGRID3
* xyz 1 2
C -0.550 0.260 3.027
N -0.012 -1.493 0.655
C 0.087 -0.143 0.551
C -0.096 0.668 1.684
C 0.312 0.373 -3.250
C 0.252 -0.199 -1.889
C 0.154 0.481 -0.731
H -1.407 -0.416 2.954
H -0.880 1.161 3.535
H 0.218 -0.328 3.536
H 0.700 -2.057 0.205
H -0.112 -1.817 1.611
H 0.254 1.684 1.563
H 0.988 -0.223 -3.861
H 0.596 1.425 -3.259
H -0.692 0.378 -3.678
H 0.346 -1.275 -1.868
H -0.159 1.519 -0.784
*
```

Partial atomic charges computed with the Löwdin method, in multiples of e: -0.0431, 0.1954, -0.2656, 0.0234, -0.0518, -0.0663, -0.0355, 0.1019, 0.0970, 0.1119, 0.1383, 0.1152, 0.1331, 0.0958, 0.0932, 0.1055, 0.1172, 0.1342

***

<iii>
Computed, not measured: a gas-phase ion, C6H11N (charge +1), with ωB97M-V/def2-TZVPD.

Values from the calculation:
orbital gap (spin up / spin down): 9.84 / 7.23 eV
LUMO (spin up / spin down): -3.81 / -7.05 eV
E_HOMO (spin up / spin down): -13.7 / -14.3 eV

The geometry in ORCA input format:
```
! RIJCOSX wB97M-V def2-TZVPD def2/J DEFGRID3
* xyz 1 2
C -1.210 1.241 0.733
N 1.209 0.145 1.899
C 0.877 -0.157 0.593
C -0.287 0.228 0.021
C -0.664 -0.117 -1.343
C -1.890 -0.661 -1.806
C 1.848 -0.722 -0.303
H -1.710 0.896 1.645
H -0.875 2.338 0.778
H -2.134 1.359 0.024
H 0.489 0.002 2.512
H 2.046 -0.405 2.312
H 0.001 0.148 -2.226
H -2.201 -0.777 -2.872
H -2.582 -1.119 -1.104
H 2.694 -1.378 0.154
H 1.450 -1.166 -1.233
H 2.319 0.213 -0.652
*
```

Partial atomic charges computed with the Löwdin method, in multiples of e: -0.0161, 0.2247, -0.3040, -0.1850, -0.1085, 0.1162, -0.0127, 0.0868, 0.1310, 0.1122, 0.0813, 0.1851, 0.1454, 0.0935, 0.0740, 0.1445, 0.0979, 0.1336

***

Relative energies, in hartree, with the most stable structure set to zero: <i> 0.0617; <ii> 0.0000; <iii> 0.0457.